# 1
Density functional theory data (the ωB97M-V functional and the def2-TZVPD basis) for a molecular structure, C13H16IN3PbS at a distorted geometry.

The value obtained for the energy above the lowest of the compared OMol25 structures with the same formula, charge and spin is 144.3 kcal per mole. The value obtained for the highest occupied orbital energy (spin up / spin down) is -7.18 / -7.07 eV. Its total charge is 0. The value obtained for the frontier orbital gap (spin up / spin down) is 5.54 / 5.40 eV. For the energy, the calculation gives -42388.88681 eV.

Last column: natural (NBO) charge in e.
Positions of all 35 atoms, in Å:
1 C 1.823 -3.236 -2.889  -0.82
2 C 1.865 -2.855 1.737  -0.85
3 H 0.754 -3.415 -3.085  0.20
4 H 2.323 -4.181 -2.570  0.20
5 H 2.346 -2.948 -3.804  0.24
6 H 0.810 -2.899 2.066  0.22
7 H 2.159 -3.865 1.386  0.18
8 H 2.603 -2.632 2.519  0.22
9 Pb 1.893 -2.295 -0.616  1.35
10 C 3.110 -0.532 0.565  -0.93
11 H 3.087 -0.654 1.664  0.18
12 H 2.859 0.515 0.343  0.23
13 H 4.167 -0.704 0.309  0.21
14 I 3.685 -0.597 -2.581  -0.64
15 N -1.944 2.359 0.164  -0.52
16 C -2.848 1.416 0.647  0.08
17 C -4.121 1.538 1.180  -0.24
18 C -4.709 0.372 1.706  -0.21
19 C -4.014 -0.853 1.688  -0.23
20 C -2.735 -0.956 1.153  -0.23
21 C -2.130 0.191 0.631  0.17
22 N -0.859 0.417 0.148  -0.49
23 C -0.760 1.735 -0.136  0.38
24 C 0.378 2.459 -0.707  0.06
25 C 0.360 3.735 -1.297  -0.44
26 S 1.904 4.138 -1.914  0.43
27 C 2.508 2.594 -1.313  -0.10
28 N 1.619 1.873 -0.681  -0.41
29 H -2.129 3.335 0.035  0.41
30 H -4.601 2.523 1.174  0.22
31 H -5.718 0.434 2.128  0.22
32 H -4.514 -1.723 2.119  0.22
33 H -2.182 -1.898 1.131  0.22
34 H -0.518 4.356 -1.415  0.24
35 H 3.527 2.256 -1.487  0.25

***

# 2
Density functional theory data (the ωB97M-V functional and the def2-TZVPD basis) for 2 unconnected molecules or ions with the total composition C3H8N3S at a distorted geometry.

Its spin multiplicity is 3. The value obtained for the energy above the lowest of the compared OMol25 structures with the same formula, charge and spin is 96.2 kcal per mole. The value obtained for the highest occupied orbital energy (spin up / spin down) is -9.49 / -14.60 eV. Its total charge is +1. The value obtained for the frontier orbital gap (spin up / spin down) is 5.09 / 8.11 eV. For the energy, the calculation gives -18531.66711 eV.

Last column: Mulliken spin population.
Positions of all 15 atoms, in Å:
1 C -0.033 -0.218 -1.318  0.00
2 C 0.272 0.883 2.414  0.69
3 C 0.071 -2.837 -1.394  0.00
4 N -0.689 2.103 -0.732  0.02
5 N -0.437 0.888 -1.170  0.00
6 N 0.567 1.848 1.679  0.98
7 S 1.081 -1.354 -1.665  0.01
8 H -0.580 2.214 0.262  0.01
9 H 0.498 0.784 3.560  0.15
10 H -0.091 -0.048 1.968  0.10
11 H 0.646 -3.685 -0.942  0.00
12 H -0.126 -3.237 -2.433  0.00
13 H -0.860 -2.541 -1.023  0.00
14 H -1.455 2.488 -1.271  0.00
15 H 1.136 2.712 2.064  0.04

***

# 3
Density functional theory data (the ωB97M-V functional and the def2-TZVPD basis) for a molecular structure, C15H26CeN6O7 at a distorted geometry.

Its spin multiplicity is 2. The value obtained for the energy above the lowest of the compared OMol25 structures with the same formula, charge and spin is 11.3 kcal per mole. The value obtained for the highest occupied orbital energy (spin up / spin down) is -10.66 / -10.71 eV. Its total charge is +1. The value obtained for the frontier orbital gap (spin up / spin down) is 6.79 / 6.42 eV. For the energy, the calculation gives -52166.10097 eV.

Last column: Mulliken spin population.
Positions of all 55 atoms, in Å:
1 O 0.160 -4.477 -3.581  0.00
2 H 0.766 -5.064 -4.061  0.00
3 Ce 0.176 -0.889 -0.005  0.21
4 N -1.368 -1.107 1.623  -0.20
5 N -1.658 -1.697 -0.929  0.19
6 N 1.834 -0.379 1.326  0.20
7 N 1.845 -1.079 -1.309  0.15
8 O -1.093 -0.641 2.832  -0.21
9 O 1.703 0.152 2.646  0.02
10 O 1.733 -1.364 -2.707  0.02
11 O -1.637 -1.489 -2.238  0.21
12 C -2.807 -1.436 -0.215  -0.16
13 C -2.655 -1.172 1.168  0.14
14 C 2.889 0.044 0.563  0.21
15 C 2.866 -0.288 -0.844  0.18
16 C -3.730 -0.948 2.143  -0.02
17 H -3.666 0.019 2.631  0.01
18 H -3.679 -1.692 2.932  0.01
19 H -4.688 -1.027 1.661  0.00
20 C -4.049 -1.533 -0.991  0.01
21 H -4.010 -2.457 -1.564  -0.01
22 H -4.125 -0.743 -1.735  -0.01
23 H -4.933 -1.539 -0.373  0.00
24 C 4.021 0.765 1.171  0.01
25 C 3.934 0.106 -1.773  -0.01
26 H 4.044 0.604 2.243  0.01
27 H 3.999 1.842 1.009  0.01
28 H 4.965 0.411 0.765  0.00
29 H 3.546 0.127 -2.782  0.01
30 H 4.741 -0.623 -1.764  0.02
31 H 4.384 1.070 -1.564  0.00
32 H 0.774 -0.054 2.961  0.00
33 H 0.806 -1.663 -2.900  0.00
34 C 0.387 -4.647 -2.171  0.00
35 H -0.520 -4.245 -1.697  0.00
36 H 1.244 -4.027 -1.846  0.00
37 H 0.550 -5.702 -1.848  0.00
38 O 0.767 -2.925 1.443  0.00
39 H 1.540 -2.510 1.921  0.00
40 H 0.065 -2.857 2.143  0.00
41 N 0.059 5.858 1.663  0.00
42 C 0.529 4.587 1.513  0.00
43 O 1.559 4.192 2.070  0.00
44 C -0.276 3.699 0.625  0.00
45 C -1.376 4.078 -0.174  0.00
46 C -2.010 3.101 -0.944  0.00
47 C -1.528 1.791 -0.911  0.00
48 N -0.469 1.435 -0.158  0.00
49 C 0.151 2.371 0.605  0.01
50 H 0.557 6.472 2.292  0.00
51 H -0.798 6.157 1.240  0.00
52 H -1.708 5.118 -0.202  0.00
53 H -2.862 3.300 -1.590  0.00
54 H -1.952 0.973 -1.500  0.00
55 H 1.002 1.998 1.185  -0.01